Entry 1:
The following is a quantum chemistry calculation of 4 unconnected molecules or ions with the total composition C3H10N2O3, from the Open Molecules 2025 dataset.

The multiplicity is 1. For the total energy, the calculation gives -455.53464 a.u. As for the total charge: 0. Its structure (SMILES) is c1c[nH]cn1.O.O.O. For the relative energy (zero: lowest compared OMol25 entry of this formula, charge and spin), the calculation gives 23.2 kcal/mol. The LUMO energy is 0.676 eV.

Last column: Löwdin charge in e.
CARTESIAN COORDINATES (ANGSTROEM)
O: -1.62427 -3.30659 -1.42221  -0.079
O: 1.15331 -2.20687 -1.39348  -0.073
O: -1.78745 2.20722 -0.92074  -0.072
N: 0.77468 0.25002 0.21854  0.038
N: 0.64530 2.09246 1.42611  0.056
C: 0.51813 -0.07095 1.53646  -0.144
C: 0.81124 1.57068 0.18529  -0.216
C: 0.53580 1.05996 2.30616  -0.108
H: 1.65695 -1.66693 -2.00711  0.033
H: -0.73409 -3.65857 -1.37294  0.005
H: 0.83027 2.16309 -0.70734  0.118
H: 0.92822 -1.66119 -0.63940  -0.021
H: 0.76319 3.04656 1.71232  0.152
H: 0.37744 -1.07459 1.90067  0.099
H: -1.17425 1.50123 -1.17525  0.014
H: -2.51300 1.61421 -0.66862  0.049
H: 0.60092 1.18879 3.37079  0.108
H: -1.76238 -3.04854 -2.34923  0.038



Entry 2:
The following is a quantum chemistry calculation of a molecular structure, C25H37BBrKN8S2Si, from the Open Molecules 2025 dataset.

The multiplicity is 1. For the total energy, the calculation gives -5697.81939 a.u. As for the total charge: -2. For the relative energy (zero: lowest compared OMol25 entry of this formula, charge and spin), the calculation gives 0.0 kcal/mol. The LUMO energy is 3.881 eV.

Last column: Löwdin charge in e.
CARTESIAN COORDINATES (ANGSTROEM)
Br: -0.35332 0.34712 -0.24917  0.569
K: 1.80330 -1.94752 0.50684  0.416
S: 0.40392 -1.29817 3.41139  0.388
S: -0.98101 -3.17825 1.49998  0.370
Si: -2.28962 1.46171 0.01018  0.474
N: 4.43635 -0.50300 -2.12425  -0.048
N: 3.21888 -3.32317 -1.59805  0.019
N: 4.57136 -1.80304 0.73352  0.001
N: 5.53841 -1.73345 -0.19761  -0.049
N: -0.94011 -2.61872 6.66541  0.079
N: 4.44068 -3.04821 -2.08857  -0.048
N: 3.25422 -0.18432 -1.56628  0.051
N: -3.09605 -5.10141 3.94392  0.079
C: -2.95792 0.41437 2.57314  -0.091
C: 2.87701 0.95748 -2.13045  -0.180
C: -1.35293 2.88626 -2.33983  -0.122
C: -2.46249 1.70866 1.90501  -0.617
C: 2.86183 -4.48842 -2.12357  -0.170
C: -1.99952 3.11446 -0.96289  -0.624
C: -1.10144 -2.85623 5.54387  -0.327
C: 4.80494 0.42529 -3.03065  -0.118
C: 4.85324 -4.02904 -2.91798  -0.117
C: -2.29242 -4.27138 4.01287  -0.328
C: -1.02863 4.01196 -0.18123  -0.114
C: -3.50149 -1.10434 -0.31028  -0.123
C: -3.31414 3.88129 -1.18017  -0.099
C: -1.33452 -3.23016 4.18726  -0.444
C: 6.74541 -1.56591 0.38092  -0.116
C: -3.45034 2.84157 2.23031  -0.100
C: 5.17493 -1.68156 1.90968  -0.163
C: 3.86441 -4.98871 -2.97592  -0.097
C: 6.56527 -1.52711 1.74817  -0.093
C: -5.06177 0.84930 -0.34697  -0.094
C: -1.10395 2.02054 2.55924  -0.132
C: -3.56937 0.37539 -2.28648  -0.113
C: -3.66068 0.36071 -0.75337  -0.624
C: 3.82598 1.39618 -3.07365  -0.095
C: -0.66531 -2.61362 3.09998  -1.274
B: 5.22789 -1.76968 -1.71245  -0.524
H: 5.73261 0.32973 -3.57282  0.102
H: -4.43652 2.67575 1.78537  0.064
H: -2.00437 2.35366 -3.02886  0.056
H: -3.73255 -1.25796 0.74005  0.061
H: 3.86939 -5.90487 -3.54286  0.072
H: -3.83384 4.09791 -0.24453  0.065
H: -2.94579 0.55685 3.65963  0.095
H: 7.32045 -1.40809 2.50732  0.073
H: -0.41794 2.32878 -2.26300  0.035
H: 3.80244 2.28002 -3.68992  0.072
H: -3.08939 3.81686 1.89771  0.055
H: -0.62367 2.91297 2.15536  0.054
H: -5.81265 0.20455 -0.82033  0.084
H: -4.19706 -1.72407 -0.89141  0.084
H: -0.78843 4.89464 -0.78783  0.080
H: -1.45047 4.36356 0.76046  0.059
H: 5.81397 -3.97469 -3.40489  0.102
H: -0.09214 3.49160 0.03487  0.073
H: -5.26062 1.87733 -0.65869  0.062
H: 6.27616 -1.77817 -2.31722  0.107
H: -1.12675 3.86383 -2.78561  0.080
H: -2.56812 0.10684 -2.63408  0.077
H: 1.94460 1.41814 -1.83489  0.049
H: 1.90775 -4.92500 -1.86421  0.099
H: -5.21416 0.78739 0.73205  0.060
H: -2.49686 -1.49867 -0.46885  0.019
H: -3.58291 2.89322 3.31760  0.084
H: -2.30116 -0.43519 2.35893  0.054
H: -0.41857 1.17658 2.46169  -0.005
H: -3.97924 0.15947 2.28615  0.062
H: -4.26985 -0.36704 -2.68769  0.081
H: 4.59047 -1.71000 2.81876  0.102
H: -1.26673 2.18100 3.63205  0.089
H: -3.10082 4.83841 -1.67321  0.080
H: -3.84067 1.34459 -2.70879  0.056
H: 7.64112 -1.48457 -0.21446  0.102
H: -3.99874 3.32780 -1.82571  0.058



Entry 3:
The following is a quantum chemistry calculation of 3 unconnected molecules or ions with the total composition C2H11N2O2, from the Open Molecules 2025 dataset.

The multiplicity is 1. For the total energy, the calculation gives -342.43362 a.u. As for the total charge: +1. For the relative energy (zero: lowest compared OMol25 entry of this formula, charge and spin), the calculation gives 97.2 kcal/mol. The LUMO energy is -4.561 eV.

Last column: Löwdin charge in e.
CARTESIAN COORDINATES (ANGSTROEM)
O: -3.38535 2.46421 1.27692  -0.062
O: 0.57155 -2.06992 -6.14900  -0.070
N: 1.42722 -1.80409 1.54064  0.164
N: 0.11085 1.40002 0.86445  0.165
C: 1.57482 -0.32359 1.84175  -0.128
C: 0.39645 0.42059 1.73348  -0.194
H: 2.47972 -0.13076 2.39351  0.106
H: 0.71609 -1.95402 0.83137  0.158
H: 1.22291 -2.34767 2.38629  0.164
H: -3.75308 3.11915 1.87326  0.039
H: -0.33918 2.21651 1.29173  0.127
H: -0.39989 0.27978 2.47956  0.138
H: -3.29243 2.79942 0.38360  0.034
H: -0.20682 -1.75027 -6.62806  0.037
H: 2.32946 -2.04698 1.14155  0.159
H: 0.99440 1.69362 0.42422  0.131
H: 0.23260 -2.94115 -5.90284  0.032



Entry 4:
The following is a quantum chemistry calculation of a molecular structure, C3H8N4, from the Open Molecules 2025 dataset.

The multiplicity is 1. For the total energy, the calculation gives -337.98555 a.u. As for the total charge: 0. For the relative energy (zero: lowest compared OMol25 entry of this formula, charge and spin), the calculation gives 105.6 kcal/mol. The LUMO energy is 0.704 eV.

Last column: Löwdin charge in e.
CARTESIAN COORDINATES (ANGSTROEM)
N: 1.49259 1.37436 0.90622  0.098
N: -1.65191 0.06645 1.38060  0.082
N: 0.61703 0.80993 1.49100  -0.071
N: -0.79003 -1.59632 -0.80137  0.082
C: 1.31788 1.11607 -1.02817  -0.079
C: -0.32089 -0.04717 0.98765  -0.423
C: 0.09928 -0.82102 -0.09294  -0.195
H: -1.75468 -1.30023 -0.81232  0.089
H: 1.11328 2.17040 -1.19862  0.013
H: 2.37073 0.88567 -1.17395  0.017
H: -2.05733 -0.76673 1.78871  0.086
H: 0.70407 0.63970 -1.79250  0.009
H: 1.12185 -1.16131 -0.12771  0.120
H: -1.84282 0.89398 1.92796  0.082
H: -0.41907 -2.26378 -1.45456  0.090